(1)
Below is C4H6N2O in the gas phase in a non-equilibrium geometry, with properties calculated with the ωB97M-V functional and the def2-TZVPD basis.

Results
- energy above the lowest of the compared OMol25 structures with the same formula, charge and spin (kJ/mol) = 150.23
- SMILES string = Nc1c[nH]c(O)c1
- orbital gap (eV) = 8.25
- largest force on an atom (eV/Å) = 1.23
- M (g mol⁻¹) = 98.1
- electronic energy (eV) = -9271.945
- lowest unoccupied orbital energy (eV) = 0.85

```
! wB97M-V def2-TZVPD RIJCOSX def2/J DEFGRID3
* xyz 0 1
N 0.25682 -2.15121 0.79995
C 0.18342 -0.87587 0.21052
C 1.16671 -0.27124 -0.52048
N 0.76699 1.01816 -0.82552
C -0.58130 1.17371 -0.36916
O -1.23556 2.34700 -0.06803
C -0.91011 0.01034 0.28183
H 1.13183 -2.25538 1.29925
H -0.50030 -2.27080 1.46071
H 2.05060 -0.74118 -0.93577
H 1.37671 1.52452 -1.46338
H -1.88425 2.64994 -0.71230
H -1.82156 -0.15799 0.84239
*
```

(2)
Below is C8H15BrN2S as an isolated structure in a non-equilibrium geometry, with properties calculated with the ωB97M-V functional and the def2-TZVPD basis.

Results
- orbital gap (eV) = 7.16
- largest force on an atom (eV/Å) = 3.51
- M (g mol⁻¹) = 251.2
- electronic energy (eV) = -92396.582
- lowest unoccupied orbital energy (eV) = 0.17

```
! wB97M-V def2-TZVPD RIJCOSX def2/J DEFGRID3
* xyz 0 1
C 2.28069 -0.30702 1.02412
C 2.13491 0.82339 -0.04816
C 2.90561 0.28743 -1.31694
C 0.65545 0.99948 -0.48239
C -0.34135 1.32092 0.68157
C -1.55737 0.44325 0.44027
N -2.48314 0.66330 -0.47732
C -3.38061 -0.40494 -0.36314
C -2.95032 -1.23718 0.59836
S -3.61431 -2.76677 1.18631
N -1.77227 -0.66317 1.12236
H 2.11948 -1.27067 0.51075
H 1.55557 -0.21971 1.85098
H 3.30551 -0.29244 1.42455
H 2.62316 1.74689 0.30965
H 3.46737 1.08692 -1.82921
H 2.14971 -0.05206 -2.04765
H 3.53184 -0.58112 -1.06756
H 0.62437 1.77779 -1.26457
H 0.31119 -0.00017 -0.94088
H 0.05899 1.15664 1.69104
H -0.60768 2.39100 0.60979
H -2.52537 1.43101 -1.13123
H -4.28456 -0.55768 -0.94374
H -2.57646 -3.62602 0.97997
H -1.16520 -1.00224 1.85406
Br -0.46520 -1.14685 -2.37099
*
```

(3)
Below is a 8-piece molecular cluster, C30H45B3N8O4P2 overall, with properties calculated with the ωB97M-V functional and the def2-TZVPD basis.

Results
- SMILES string = CP(C)B1OB(O)OB([PH2]=N)O1.c1cc[nH]c1.c1cc[nH]c1.c1cc[nH]c1.c1cc[nH]c1.c1cc[nH]c1.c1cc[nH]c1.c1cc[nH]c1
- orbital gap (eV) = 8.22
- largest force on an atom (eV/Å) = 0.88
- M (g mol⁻¹) = 676.1
- electronic energy (eV) = -72563.086
- lowest unoccupied orbital energy (eV) = -0.08

```
! wB97M-V def2-TZVPD RIJCOSX def2/J DEFGRID3
* xyz 0 1
C 3.83812 1.98416 2.74543
P 3.63179 2.21645 0.92196
C 5.37343 2.23520 0.33438
B 3.07488 0.47770 0.31980
O 1.72975 0.13785 0.25055
B 1.38769 -0.67353 -0.81684
O 0.36858 -0.38527 -1.66140
O 2.20161 -1.76770 -1.08489
B 3.53705 -1.46046 -1.02932
P 4.82492 -2.21933 -2.26543
N 5.00648 -1.20667 -3.46040
O 3.97128 -0.46328 -0.18468
H 4.18053 0.99658 3.05219
H 4.57305 2.71691 3.08020
H 2.89488 2.20656 3.24132
H 5.97933 1.40306 0.69444
H 5.83617 3.17442 0.63599
H 5.36515 2.19997 -0.75566
H -0.17432 0.33983 -1.34240
H 4.32630 -3.48364 -2.64129
H 5.96166 -2.54073 -1.49300
H 5.95117 -0.86342 -3.56553
C 10.19937 0.63178 -1.01237
C 8.86521 0.63795 -0.52071
C 8.04415 0.30200 -1.56419
N 8.83004 0.09515 -2.66513
C 10.14337 0.29386 -2.33779
H 11.09543 0.85179 -0.45676
H 8.54699 0.86368 0.48353
H 6.97194 0.20145 -1.61255
H 8.49683 -0.15596 -3.57764
H 10.92339 0.17967 -3.07068
C -4.53585 -0.55869 -2.88163
C -4.23694 -0.48801 -1.49296
C -2.90741 -0.78880 -1.34614
N -2.39168 -1.03753 -2.58987
C -3.37613 -0.89721 -3.52863
H -5.49209 -0.38374 -3.34627
H -4.92301 -0.25009 -0.69649
H -2.29372 -0.85361 -0.46339
H -1.43105 -1.27811 -2.77248
H -3.17359 -1.05043 -4.57471
C -8.17427 2.91536 -2.09680
C -7.87782 2.99634 -0.70915
C -6.54987 2.69235 -0.55994
N -6.03615 2.43422 -1.80022
C -7.01639 2.56980 -2.74272
H -9.12329 3.10320 -2.57132
H -8.55926 3.24950 0.08570
H -5.93187 2.64152 0.32028
H -5.08504 2.17252 -1.99070
H -6.81213 2.41783 -3.78904
C -1.66583 -5.82145 -5.46787
C -1.17829 -4.57047 -5.93521
C -1.61241 -3.61521 -5.05606
N -2.33748 -4.23536 -4.07606
C -2.37594 -5.57999 -4.32181
H -1.51326 -6.78623 -5.92171
H -0.58172 -4.39300 -6.81416
H -1.45840 -2.55006 -5.05206
H -2.77995 -3.76781 -3.30449
H -2.90120 -6.25054 -3.66360
C 1.51744 -0.97216 6.22877
C 2.01290 0.10540 7.01417
C 1.64796 1.26866 6.39090
N 0.94998 0.93454 5.26380
C 0.86460 -0.42589 5.15565
H 1.62779 -2.02660 6.42295
H 2.58241 0.04425 7.92736
H 1.82547 2.29677 6.65517
H 0.56061 1.58910 4.61055
H 0.35246 -0.88901 4.32993
C -8.93605 4.14054 -6.89215
C -10.10990 4.75568 -6.37769
C -10.71861 3.84750 -5.55312
N -9.95905 2.71026 -5.55044
C -8.87126 2.87942 -6.36228
H -8.22246 4.57496 -7.57200
H -10.46471 5.75050 -6.58849
H -11.62117 3.91638 -4.97054
H -10.16541 1.87766 -5.02995
H -8.14734 2.09353 -6.49464
C 4.21895 -2.11737 11.72010
C 2.96808 -1.91743 12.36608
C 2.02401 -1.75897 11.38685
N 2.65567 -1.85509 10.17777
C 3.99216 -2.07395 10.37030
H 5.17388 -2.27490 12.19279
H 2.78424 -1.89259 13.42709
H 0.96332 -1.58652 11.44845
H 2.20480 -1.77678 9.28436
H 4.66504 -2.18025 9.53665
*
```